Record 1
Molecular formula: C4H8N2S
Method: DFT, ωB97M-V/def2-TZVPD

HOMO energy = -8.134 eV
structure (SMILES) = CN1NCCC1=S

```
15
C4H8N2S, DFT ωB97M-V/def2-TZVPD
C -0.727 -1.806 -0.738
C 1.922 -0.099 0.775
C 0.954 1.102 0.720
C -0.290 0.448 0.122
H -1.100 -1.616 -1.757
H -1.523 -1.890 -0.001
H -0.183 -2.768 -0.728
H 1.922 -0.520 -1.142
H 1.834 -0.695 1.688
H 3.002 0.176 0.628
H 1.302 1.856 0.067
H 0.776 1.524 1.686
N 0.110 -0.719 -0.348
N 1.546 -0.932 -0.326
S -1.799 1.102 -0.063
```



Record 2
Molecular formula: C33H33N6NiO7S2
Method: DFT, ωB97M-V/def2-TZVPD

HOMO energy (spin up / spin down) = -2.533 / -2.531 eV
net charge = -1

```
82
C33H33N6NiO7S2, DFT ωB97M-V/def2-TZVPD
Ni -0.081 -1.551 0.041
C -0.112 2.961 -6.220
C -0.966 2.275 -5.191
C -2.080 1.527 -5.564
C -2.875 0.909 -4.615
C -2.556 1.044 -3.271
C -1.448 1.781 -2.873
C -0.659 2.383 -3.834
S -3.671 0.429 -2.051
O -3.825 1.426 -1.038
O -4.830 -0.070 -2.745
N -2.982 -0.910 -1.248
C -2.475 -2.051 -1.871
C -3.120 -2.546 -3.013
C -2.639 -3.698 -3.596
C -1.526 -4.322 -3.041
C -0.954 -3.760 -1.920
N -1.411 -2.652 -1.332
H -0.639 3.052 -7.169
H 0.806 2.396 -6.397
H 0.180 3.957 -5.884
H -2.340 1.438 -6.612
H -3.761 0.355 -4.894
H -1.223 1.877 -1.819
H 0.205 2.958 -3.523
H -3.996 -2.036 -3.387
H -3.130 -4.122 -4.462
H -1.116 -5.227 -3.471
H -0.074 -4.191 -1.456
C 2.834 -0.811 0.015
O 1.843 -1.747 -0.127
H 3.803 -1.298 0.261
H 2.640 -0.086 0.830
H 3.007 -0.212 -0.908
C 4.609 5.961 -2.377
C 3.659 5.269 -1.438
C 3.784 3.907 -1.175
C 2.945 3.276 -0.272
C 1.965 4.019 0.370
C 1.812 5.373 0.117
C 2.660 5.991 -0.784
S 0.924 3.219 1.556
O 1.685 2.155 2.154
O 0.361 4.217 2.428
N -0.294 2.675 0.565
C -1.476 2.148 1.273
C -1.294 0.649 1.578
C -1.294 -0.109 0.261
O -2.638 -0.664 0.052
O -0.579 0.229 -0.750
H 5.056 5.254 -3.074
H 5.415 6.437 -1.814
H 4.101 6.738 -2.949
H 4.552 3.335 -1.683
H 3.037 2.219 -0.047
H 1.035 5.918 0.637
H 2.551 7.050 -0.988
H 0.061 1.942 -0.062
H -2.350 2.278 0.637
H -1.609 2.740 2.180
H -2.106 0.287 2.210
H -0.340 0.504 2.084
N 2.040 -5.708 9.701
C 1.641 -5.365 8.678
C 1.139 -4.950 7.416
C 1.926 -5.057 6.264
C 1.442 -4.649 5.041
C 0.157 -4.118 4.936
C -0.640 -4.023 6.078
C -0.156 -4.429 7.301
N -0.330 -3.667 3.704
C -1.650 -3.689 3.289
C -1.668 -3.075 2.075
N -0.399 -2.666 1.740
C 0.378 -3.031 2.723
H 2.920 -5.476 6.346
H 2.048 -4.754 4.151
H -1.633 -3.602 6.002
H -0.766 -4.342 8.190
H -2.438 -4.144 3.863
H -2.510 -2.893 1.429
H 1.441 -2.857 2.769
```



Record 3
Molecular formula: C4H5I2N3
Method: DFT, ωB97M-V/def2-TZVPD

HOMO energy (spin up / spin down) = -17.781 / -17.836 eV
net charge = +2

```
14
C4H5I2N3, DFT ωB97M-V/def2-TZVPD
C -0.043 1.258 -0.342
C -1.972 -0.147 -0.132
C 1.940 -0.115 0.362
C 0.827 -1.099 -0.082
N 0.892 0.349 -0.449
N -1.384 0.977 -0.491
N -0.106 -1.398 0.751
I 0.465 3.287 0.131
I -3.917 -0.714 -0.093
H 1.925 0.281 1.331
H 3.013 -0.127 -0.041
H 1.171 -1.907 -0.786
H -2.051 1.651 -0.810
H -0.759 -2.295 0.651
```



In eV, the E_tot values for the records above are, in order, -18092.0651 -120740.8583 -24875.5396.